(1)
This record from OMol25 describes 3 unconnected molecules or ions with the total composition C14H35N3O7S in a non-equilibrium geometry. The level of theory is ωB97M-V with the def2-TZVPD basis set.

Results
Orbital gap (eV): 9.48
Strongest force on any atom (eV Å⁻¹): 1.831
Electronic energy (Ha): -1643.389290
Lowest unoccupied orbital energy (eV): 0.4

```
! RIJCOSX wB97M-V def2-TZVPD def2/J DEFGRID3
* xyz 0 1
C -2.232 3.186 0.054
C -2.852 1.784 -0.102
C -3.905 1.675 -1.201
O -3.697 2.552 -2.296
O -2.411 2.236 -2.856
S -2.656 2.019 -4.500
O -1.512 2.680 -5.074
O -2.361 0.420 -4.589
C -1.120 -0.044 -4.019
C -1.421 -0.914 -2.808
C -0.217 -1.728 -2.383
N 0.745 -1.151 -1.514
O -0.087 -2.883 -2.782
H -1.188 3.164 -0.242
H -2.255 3.501 1.089
H -2.721 3.931 -0.564
H -2.063 1.061 -0.299
H -3.301 1.495 0.845
H -3.947 0.648 -1.571
H -4.902 1.922 -0.845
H -0.453 0.784 -3.792
H -0.640 -0.651 -4.783
H -1.793 -0.299 -1.994
H -2.200 -1.611 -3.102
H 0.532 -1.330 -0.541
H 0.865 -0.160 -1.673
C 2.854 4.578 3.566
C 2.506 4.753 2.092
C 1.095 5.307 1.848
O 0.054 4.363 2.014
C -0.382 4.175 3.347
N 2.735 3.485 1.394
H 2.357 3.711 4.001
H 3.926 4.425 3.681
H 2.574 5.460 4.145
H 3.203 5.487 1.677
H 1.031 5.624 0.804
H 0.904 6.194 2.466
H -0.342 5.108 3.916
H 0.205 3.410 3.860
H -1.417 3.835 3.311
H 2.610 3.624 0.395
H 1.988 2.848 1.657
C -0.025 -5.839 1.432
C 0.306 -5.433 -0.001
C 1.417 -6.275 -0.643
O 2.726 -5.953 -0.214
C 3.136 -6.566 0.992
N 0.605 -4.001 -0.045
H 0.739 -5.506 2.135
H -0.967 -5.387 1.742
H -0.124 -6.923 1.524
H -0.594 -5.597 -0.602
H 1.408 -6.081 -1.718
H 1.227 -7.348 -0.505
H 2.726 -7.576 1.088
H 2.848 -5.973 1.865
H 4.224 -6.631 0.973
H 0.715 -3.712 -1.017
H 1.526 -3.871 0.366
*
```

***

(2)
This record from OMol25 describes a molecular structure, C14H36AgN2O5 in a non-equilibrium geometry. The level of theory is ωB97M-V with the def2-TZVPD basis set.

Results
Orbital gap (spin up / spin down) (eV): 3.62 / 3.04
Strongest force on any atom (eV Å⁻¹): 2.583
Electronic energy (Ha): -1187.281105
Lowest unoccupied orbital energy (spin up / spin down) (eV): -1.5 / -2.0
ΔE to the lowest compared entry with this formula, charge and spin (eV): 0.332

```
! RIJCOSX wB97M-V def2-TZVPD def2/J DEFGRID3
* xyz 0 2
Ag -0.911 0.522 0.022
C 2.282 -0.421 4.627
C 1.692 1.002 4.713
O 0.915 1.447 3.679
H 1.916 -0.892 3.715
H 1.773 -1.086 5.325
H 3.364 -0.469 4.500
H 2.473 1.714 4.980
H 1.133 0.896 5.643
C -3.292 -3.223 -5.124
C -3.276 -1.781 -4.358
O -2.077 -1.589 -3.698
H -3.165 -3.959 -4.330
H -2.549 -3.366 -5.907
H -4.302 -3.371 -5.508
H -4.014 -1.839 -3.558
H -3.637 -0.919 -4.918
C -2.318 -2.991 0.726
O -2.475 -1.600 1.192
C -3.687 -1.465 1.882
C -4.145 -0.056 2.234
N -4.271 0.657 0.950
C -4.571 2.043 1.064
C -4.096 2.890 -0.074
O -2.620 2.680 -0.269
C -2.171 3.297 -1.444
H -1.265 -3.264 0.664
H -2.972 -3.092 -0.141
H -2.748 -3.736 1.395
H -3.604 -1.942 2.858
H -4.502 -2.035 1.434
H -3.427 0.377 2.930
H -5.028 -0.176 2.861
H -4.936 0.236 0.317
H -4.274 2.498 2.009
H -5.658 2.107 1.119
H -4.329 3.929 0.157
H -4.535 2.636 -1.039
H -1.097 3.331 -1.259
H -2.656 4.263 -1.583
H -2.393 2.725 -2.345
C 4.550 -1.264 -1.103
C 4.764 0.234 -0.866
C 6.073 0.734 -1.612
O 7.183 0.168 -0.985
C 7.778 0.682 0.146
N 3.530 0.815 -1.292
H 3.607 -1.640 -0.705
H 5.340 -1.933 -0.762
H 4.253 -1.480 -2.129
H 4.962 0.463 0.182
H 6.157 1.815 -1.505
H 6.084 0.423 -2.657
H 7.922 1.758 0.054
H 8.797 0.309 0.243
H 7.361 0.413 1.117
H 3.752 1.800 -1.290
H 3.338 0.726 -2.280
*
```

***

(3)
This record from OMol25 describes a molecular structure, C14H36BaF2NO17S4 in a non-equilibrium geometry. The level of theory is ωB97M-V with the def2-TZVPD basis set.

Results
Orbital gap (eV): 1.85
Strongest force on any atom (eV Å⁻¹): 4.998
Electronic energy (Ha): -3706.101831
Lowest unoccupied orbital energy (eV): 3.6

```
! RIJCOSX wB97M-V def2-TZVPD def2/J DEFGRID3
* xyz -3 1
Ba 0.498 -0.265 3.396
N 1.963 -5.832 2.502
O 0.954 -5.744 1.872
O 2.767 -4.957 2.429
O 2.145 -6.772 3.281
F -0.171 3.779 6.444
F 4.141 -0.521 6.966
O -0.134 -3.979 11.319
C -1.258 -4.491 10.577
C -1.598 -4.317 9.006
O -1.606 -3.025 8.404
H -2.179 -4.117 11.022
H -1.276 -5.535 10.888
H -2.542 -4.790 8.732
H -0.794 -4.825 8.473
O -4.691 -2.789 0.029
S -6.004 -3.506 0.104
O -7.114 -2.721 0.532
O -6.396 -4.046 -1.465
C -5.452 -4.794 -2.268
C -6.035 -6.155 -2.478
C -5.918 -5.060 1.112
H -4.493 -4.808 -1.750
H -5.498 -4.301 -3.239
H -5.227 -6.781 -2.857
H -6.909 -6.209 -3.128
H -6.422 -6.562 -1.544
H -5.079 -5.684 0.807
H -6.867 -5.582 0.991
H -5.770 -4.587 2.083
O 0.911 -0.217 -5.032
S 1.741 -1.201 -4.419
O 1.688 -1.577 -3.000
O 1.625 -2.576 -5.331
C 2.313 -3.728 -4.832
C 3.308 -4.303 -5.941
C 3.470 -0.767 -4.821
H 1.496 -4.425 -4.644
H 2.723 -3.668 -3.824
H 4.007 -3.558 -6.320
H 2.688 -4.597 -6.788
H 3.842 -5.236 -5.760
H 3.725 -1.020 -5.850
H 4.023 -1.446 -4.171
H 3.790 0.252 -4.605
O -2.744 4.366 0.315
S -3.196 5.747 0.045
O -2.184 6.811 -0.001
O -4.139 5.933 -1.395
C -4.932 4.796 -1.693
C -5.320 4.989 -3.155
C -4.515 6.328 1.294
H -5.822 4.795 -1.064
H -4.365 3.877 -1.549
H -5.752 4.043 -3.481
H -4.493 5.195 -3.834
H -6.035 5.791 -3.336
H -4.119 6.529 2.289
H -5.279 5.560 1.411
H -4.776 7.294 0.862
O 6.580 5.690 1.972
S 6.634 4.732 0.848
O 5.637 3.671 0.738
O 6.718 5.543 -0.608
C 7.694 6.603 -0.731
C 7.502 7.302 -2.016
C 8.238 3.951 0.916
H 8.711 6.221 -0.644
H 7.624 7.297 0.106
H 8.278 8.058 -2.136
H 6.559 7.847 -2.048
H 7.457 6.688 -2.916
H 8.829 4.496 1.652
H 8.731 3.945 -0.057
H 8.092 2.947 1.313
*
```

***

(4)
This record from OMol25 describes a molecular structure, C14H36BrO11P3S in a non-equilibrium geometry. The level of theory is ωB97M-V with the def2-TZVPD basis set.

Results
Orbital gap (eV): 7.17
Strongest force on any atom (eV Å⁻¹): 4.754
Electronic energy (Ha): -5379.019302
Lowest unoccupied orbital energy (eV): -0.9
ΔE to the lowest compared entry with this formula, charge and spin (eV): 0.000

```
! RIJCOSX wB97M-V def2-TZVPD def2/J DEFGRID3
* xyz 0 1
C -4.006 -3.675 3.332
P -2.584 -3.676 2.180
C -1.066 -3.102 3.022
O -2.924 -2.668 0.853
S -2.514 -3.181 -0.646
O -1.212 -2.625 -0.897
O -2.376 -4.823 -0.399
Br -1.715 -5.600 -1.921
H -4.526 -4.614 3.167
H -4.712 -2.877 3.090
H -3.675 -3.600 4.365
H -1.190 -2.819 4.067
H -0.584 -2.302 2.454
H -0.374 -3.941 2.983
O 1.082 -1.510 -6.520
P 1.796 -0.814 -5.440
O 0.890 0.383 -4.864
C -0.534 0.262 -4.797
C -0.972 -0.226 -3.433
O 2.985 0.009 -6.148
C 3.313 -0.195 -7.521
C 2.623 0.825 -8.404
O 2.701 -1.124 -4.170
C 2.178 -1.857 -3.045
C 1.505 -3.156 -3.435
H -0.913 -0.396 -5.581
H -0.941 1.256 -4.987
H -0.638 -1.248 -3.251
H -2.060 -0.211 -3.351
H -0.555 0.404 -2.646
H 3.067 -1.209 -7.832
H 4.396 -0.085 -7.602
H 1.556 0.875 -8.186
H 2.756 0.577 -9.458
H 3.036 1.820 -8.230
H 1.502 -1.214 -2.477
H 3.030 -2.063 -2.399
H 0.677 -2.988 -4.130
H 1.110 -3.657 -2.551
H 2.216 -3.822 -3.927
O -0.095 1.157 4.703
P 0.363 2.434 4.137
O -0.801 3.082 3.235
C -2.182 2.925 3.567
C -2.708 4.099 4.367
O 1.449 2.063 3.010
C 1.953 0.735 2.878
C 1.181 -0.035 1.828
O 1.169 3.740 4.551
C 0.684 4.628 5.573
C 0.322 3.914 6.859
H -2.350 1.989 4.103
H -2.718 2.858 2.620
H -2.241 4.143 5.353
H -3.785 4.009 4.510
H -2.501 5.040 3.855
H 1.933 0.215 3.836
H 3.000 0.823 2.584
H 0.105 0.037 1.987
H 1.468 -1.088 1.835
H 1.381 0.368 0.834
H -0.157 5.205 5.182
H 1.489 5.337 5.761
H -0.445 3.152 6.694
H -0.056 4.625 7.594
H 1.195 3.414 7.277
*
```

***

(5)
This record from OMol25 describes 4 unconnected molecules or ions with the total composition C14H36ClO14P3 in a non-equilibrium geometry. The level of theory is ωB97M-V with the def2-TZVPD basis set.

Results
Orbital gap (eV): 10.92
Strongest force on any atom (eV Å⁻¹): 3.742
Electronic energy (Ha): -3092.866543
Lowest unoccupied orbital energy (eV): 0.5
SMILES: COP(=O)(OC)OC.COP(=O)(OC)OC.COP(=O)(OC)OC.O=COCCCCCl

```
! RIJCOSX wB97M-V def2-TZVPD def2/J DEFGRID3
* xyz 0 1
C -5.353 -4.716 -6.326
O -6.742 -4.726 -5.952
P -7.126 -5.189 -4.480
O -6.878 -6.624 -4.286
O -8.679 -4.815 -4.567
C -9.507 -5.517 -5.492
O -6.814 -4.305 -3.216
C -6.295 -4.947 -2.034
H -5.272 -4.156 -7.253
H -4.739 -4.230 -5.566
H -5.005 -5.737 -6.482
H -9.179 -6.551 -5.603
H -9.499 -5.018 -6.462
H -10.519 -5.501 -5.094
H -5.333 -5.415 -2.233
H -7.004 -5.686 -1.672
H -6.160 -4.170 -1.289
C 4.338 4.115 0.698
O 3.284 3.133 0.632
P 2.306 3.152 -0.616
O 1.435 4.336 -0.606
O 1.534 1.792 -0.269
C 0.749 1.729 0.921
O 2.768 2.713 -2.056
C 2.353 3.508 -3.183
H 5.030 3.799 1.474
H 4.875 4.185 -0.248
H 3.921 5.088 0.957
H 0.291 2.692 1.148
H 1.365 1.405 1.761
H -0.035 0.993 0.757
H 2.734 4.523 -3.115
H 1.268 3.519 -3.247
H 2.771 3.022 -4.061
C 5.496 6.662 5.871
O 6.519 5.685 5.592
P 6.118 4.151 5.587
O 5.793 3.661 6.933
O 7.516 3.582 5.052
C 8.677 3.734 5.866
O 5.239 3.520 4.443
C 4.201 2.584 4.794
H 5.894 7.633 5.595
H 4.595 6.470 5.288
H 5.257 6.650 6.933
H 8.422 3.676 6.925
H 9.167 4.685 5.654
H 9.356 2.923 5.614
H 3.450 3.045 5.429
H 4.637 1.720 5.287
H 3.743 2.283 3.854
O -4.171 -2.594 -1.485
C -3.439 -2.947 -2.371
O -2.101 -3.104 -2.174
C -1.385 -1.894 -1.846
C -0.432 -2.173 -0.699
C -1.152 -2.738 0.542
C -0.698 -2.044 1.834
Cl -1.918 -0.866 2.403
H -3.785 -3.197 -3.384
H -2.058 -1.075 -1.598
H -0.796 -1.626 -2.725
H 0.097 -1.242 -0.484
H 0.315 -2.897 -1.025
H -0.946 -3.801 0.655
H -2.227 -2.624 0.416
H 0.219 -1.488 1.658
H -0.487 -2.755 2.626
*
```

***

(6)
This record from OMol25 describes a molecular structure, C14H36CrN4O4. The level of theory is ωB97M-V with the def2-TZVPD basis set.

Results
Orbital gap (spin up / spin down) (eV): 6.22 / 6.82
Strongest force on any atom (eV Å⁻¹): 0.973
Electronic energy (Ha): -2118.533818
Lowest unoccupied orbital energy (spin up / spin down) (eV): -11.5 / -10.9
ΔE to the lowest compared entry with this formula, charge and spin (eV): 0.579

```
! RIJCOSX wB97M-V def2-TZVPD def2/J DEFGRID3
* xyz 3 2
Cr 0.069 0.573 1.149
N 1.051 -1.139 0.534
C 0.533 -2.357 1.230
C 0.132 -1.972 2.639
N -0.644 -0.688 2.636
C -2.127 -0.829 2.453
C -2.434 -1.041 0.987
N -1.599 -0.084 0.192
H 0.871 -1.243 -0.482
H 2.063 -1.102 0.648
H 1.286 -3.141 1.269
H -0.301 -2.747 0.656
H 1.032 -1.800 3.229
H -0.434 -2.770 3.120
H -0.523 -0.300 3.570
H -2.588 0.098 2.793
H -2.523 -1.641 3.063
H -3.494 -0.882 0.802
H -2.208 -2.057 0.678
H -2.168 0.721 -0.066
H -1.271 -0.517 -0.718
C 1.915 1.499 -1.165
O 0.710 1.764 -0.386
C 0.479 3.183 -0.185
C -0.822 3.301 0.551
O -0.849 2.360 1.661
C -0.406 2.838 2.957
C 1.090 2.716 3.068
O 1.478 1.474 2.417
C 2.835 1.071 2.776
H 1.900 2.117 -2.060
H 1.893 0.455 -1.457
H 2.802 1.731 -0.575
H 0.403 3.688 -1.147
H 1.323 3.604 0.361
H -1.649 3.020 -0.096
H -0.992 4.317 0.900
H -0.908 2.209 3.690
H -0.727 3.864 3.119
H 1.371 2.685 4.122
H 1.624 3.543 2.602
H 2.871 0.798 3.828
H 3.517 1.896 2.585
H 3.111 0.221 2.160
C -0.700 -2.472 -5.326
N -0.285 -1.611 -4.201
C 0.564 -0.448 -4.489
C -0.618 -1.874 -2.960
C -1.432 -3.108 -2.688
O -0.244 -1.105 -2.004
H -0.491 -1.959 -6.258
H -1.764 -2.686 -5.292
H -0.156 -3.416 -5.324
H 1.001 -0.561 -5.476
H 1.361 -0.375 -3.755
H -0.019 0.474 -4.468
H -0.888 -4.001 -3.006
H -2.376 -3.098 -3.236
H -1.644 -3.190 -1.624
*
```